Entry 1:
DFT (wB97M-V/def2-TZVPD) results for a structure of composition C25H63BBa2Br2N4O6 at a distorted geometry.

CARTESIAN COORDINATES (ANGSTROEM)
Ba: 0.351 -1.346 -1.989
Ba: 3.981 0.774 -0.019
Br: -4.460 5.915 -1.047
Br: -0.628 3.708 0.951
O: -0.518 -3.385 0.065
O: 4.026 5.095 -3.670
O: 2.128 -3.410 -1.448
O: 3.491 -0.683 -2.453
O: -2.051 -0.412 -1.830
O: 3.757 -0.254 4.831
N: -1.318 -3.515 1.254
N: -1.491 -2.933 -3.062
N: 2.323 4.560 -1.518
N: 2.462 0.825 2.624
C: 4.006 -2.019 -2.471
C: -1.210 -2.327 2.160
C: -3.625 -3.497 0.181
C: -3.114 -1.054 -2.583
C: -3.583 -2.872 -4.279
C: -3.294 -4.445 2.522
C: 0.254 -1.990 2.677
C: -1.830 -1.040 1.607
C: 4.776 -0.770 5.664
C: -2.641 -4.251 1.061
C: -2.601 5.296 -0.701
C: -2.405 -5.721 0.691
C: 3.148 -3.283 -2.444
C: 0.285 4.939 -2.934
C: -2.498 -2.071 -3.587
C: -2.589 0.724 -1.114
C: -3.272 -3.210 3.325
C: -2.527 4.280 0.518
C: 2.523 1.566 3.870
C: 4.676 5.602 -4.848
C: 2.621 5.278 -3.747
C: 3.832 1.160 4.637
C: 1.172 1.317 4.571
C: -1.923 -2.726 3.493
C: 1.744 4.426 -2.855
B: 1.204 0.977 -0.603
H: 4.690 -2.109 -3.315
H: 2.184 5.018 -4.711
H: -2.716 -5.163 3.103
H: 4.371 -1.413 6.445
H: 2.626 2.617 3.599
H: -3.532 -3.560 4.324
H: 3.804 -4.153 -2.424
H: 2.181 5.472 -1.108
H: 5.431 -0.074 6.188
H: 1.492 0.771 2.348
H: -4.014 -2.431 3.152
H: -3.394 0.377 -0.467
H: 0.984 -1.832 1.883
H: -3.038 1.493 -1.743
H: -1.979 -3.703 -2.626
H: -1.875 -0.188 2.285
H: -3.981 -2.218 -5.055
H: -4.352 -2.828 0.641
H: 0.218 -1.038 3.207
H: 1.710 1.041 -1.554
H: -2.866 4.812 1.407
H: 1.789 3.405 -3.235
H: -1.914 6.140 -0.641
H: -3.347 -6.221 0.468
H: -0.986 -3.441 -3.774
H: -1.876 -6.375 1.384
H: 0.745 -2.757 3.277
H: 4.635 -2.062 -1.582
H: -1.360 -3.439 4.095
H: 0.164 0.903 -0.882
H: 5.397 -1.485 5.124
H: -3.693 -0.235 -3.009
H: -1.852 -1.864 4.157
H: 5.765 5.615 -4.801
H: 2.531 6.361 -3.665
H: 4.401 4.815 -5.550
H: 2.571 -0.096 3.023
H: -4.281 -4.234 -0.282
H: -3.097 -2.886 -0.551
H: 1.344 1.876 -0.024
H: -1.928 -5.840 -0.282
H: -2.847 -1.267 1.286
H: -1.284 -0.667 0.741
H: 3.800 1.648 5.611
H: 1.670 4.070 -0.924
H: -0.176 5.089 -3.910
H: 1.035 2.029 5.385
H: 1.009 0.285 4.881
H: -2.279 4.663 -1.528
H: 1.434 0.130 0.025
H: -3.173 3.405 0.449
H: -3.257 -3.763 -4.815
H: -4.325 -3.216 -3.559
H: 4.324 6.554 -5.246
H: 0.360 1.521 3.872
H: -0.320 4.082 -2.636
H: 0.151 5.820 -2.306
H: -4.279 -4.880 2.351
H: -1.754 1.157 -0.562
H: -3.712 -1.542 -1.814
H: 2.746 -3.431 -3.447
H: -2.003 -1.407 -4.295
H: 4.749 1.418 4.108

Calculated values
- orbital gap (eV) = 3.143
- LUMO (eV) = -1.11
- DFT total energy (Eh) = -6884.3429

=====

Entry 2:
DFT (wB97M-V/def2-TZVPD) results for a cluster of 2 separate species, C3H6Cl4Si in total at a distorted geometry.

CARTESIAN COORDINATES (ANGSTROEM)
Cl: -0.785 3.235 0.963
Cl: -3.058 -1.528 -0.165
Cl: -0.642 -2.167 1.245
Cl: -1.369 1.063 -1.653
Si: -0.881 1.225 1.272
C: 2.046 0.045 -0.551
C: -1.323 -1.181 -0.154
C: -1.014 0.202 -0.133
H: -0.141 0.592 2.301
H: 2.838 -0.631 -0.664
H: 2.426 0.817 0.079
H: 1.244 -0.471 -0.038
H: -0.947 -1.707 -1.104
H: 1.606 0.506 -1.398

Calculated values
- orbital gap (eV) = 7.713
- SMILES = Cl/[SiH]=C(\Cl)C(Cl)Cl.C
- LUMO (eV) = -1.00
- DFT total energy (Eh) = -2248.1267

=====

Entry 3:
DFT (wB97M-V/def2-TZVPD) results for a structure of composition C36H33BGeMnN6OS4.

CARTESIAN COORDINATES (ANGSTROEM)
Ge: -0.063 -1.790 -1.384
Mn: 0.881 -0.436 0.405
S: 2.670 0.096 -0.917
S: 0.663 1.721 1.563
S: 2.394 0.987 2.548
S: -0.468 -1.308 2.027
O: -0.760 0.268 -0.706
N: 4.929 -0.329 0.599
N: -4.683 0.502 6.077
N: 3.242 3.590 2.536
N: 4.489 2.275 1.312
N: 4.124 -2.151 -0.269
N: -3.380 4.330 5.365
C: 3.263 -3.094 -0.966
C: -2.153 -0.094 3.772
C: -1.472 -3.837 0.022
C: -5.678 -0.013 -1.067
C: -1.133 -0.598 -3.753
C: -5.301 1.161 -1.715
C: -1.607 1.080 -1.155
C: -3.816 0.728 5.356
C: -2.261 2.283 4.235
C: -3.005 0.714 -1.144
C: -2.880 3.416 4.879
C: -1.109 0.100 2.863
C: -2.355 -3.323 -2.181
C: -3.365 -4.250 -1.981
C: -0.632 1.406 2.702
C: -2.476 -4.773 0.205
C: -2.725 0.976 4.444
C: 4.970 3.560 1.195
C: 5.741 -1.386 0.986
C: -1.113 -0.096 -5.046
C: 0.038 -1.110 -3.181
C: -1.200 2.484 3.373
C: -4.727 -0.825 -0.455
C: -3.427 -4.967 -0.791
C: 5.241 -2.519 0.459
C: -3.971 1.527 -1.753
C: -1.420 -3.095 -1.165
C: -3.394 -0.467 -0.493
C: 4.197 4.380 1.947
C: -1.124 2.389 -1.679
C: 1.229 -0.627 -5.223
C: 3.435 2.321 2.123
C: 2.206 4.079 3.450
C: 0.065 -0.122 -5.785
C: 3.944 -0.821 -0.158
C: 1.222 -1.108 -3.918
B: 5.489 1.131 0.796
H: -0.047 2.472 -1.549
H: 3.848 -3.969 -1.230
H: -1.348 2.447 -2.749
H: -6.048 1.787 -2.186
H: -3.685 2.440 -2.263
H: -2.019 0.312 -5.481
H: 4.249 5.443 2.117
H: 6.322 1.041 1.661
H: -1.634 3.222 -1.191
H: 2.891 -2.638 -1.880
H: -0.732 -3.691 0.798
H: 5.843 3.779 0.601
H: -4.097 -4.423 -2.760
H: 1.852 3.260 4.068
H: 2.148 -0.647 -5.797
H: -6.724 -0.294 -1.037
H: -2.527 -1.095 3.946
H: 2.432 -3.399 -0.332
H: 5.586 -3.539 0.516
H: -2.648 -1.085 -0.008
H: -2.066 -0.584 -3.198
H: -4.214 -5.698 -0.647
H: 0.072 0.248 -6.802
H: 5.927 1.524 -0.255
H: 2.147 -1.467 -3.490
H: -5.028 -1.735 0.051
H: 2.641 4.840 4.090
H: 6.622 -1.230 1.585
H: 1.380 4.512 2.890
H: -2.289 -2.804 -3.126
H: -2.520 -5.350 1.120
H: 1.759 -1.533 0.965
H: -0.828 3.489 3.219

Calculated values
- orbital gap (alpha / beta) (eV) = 6.345 / 7.002
- charge = +2
- ⟨S²⟩ = 4.16
- multiplicity = 4
- LUMO (alpha / beta) (eV) = -7.30 / -6.69
- DFT total energy (Eh) = -6640.4432

=====

Entry 4:
DFT (wB97M-V/def2-TZVPD) results for a structure of composition C37H49MoNO2S3Se at a distorted geometry.

CARTESIAN COORDINATES (ANGSTROEM)
Mo: -0.012 -0.080 -0.390
Se: -2.460 1.476 -1.132
S: -2.331 -3.435 1.738
S: -1.011 -0.737 1.763
S: -1.596 -1.936 -0.739
O: 0.151 1.639 0.281
O: 0.003 0.240 -2.215
N: 1.423 -1.033 -0.245
C: 4.960 -3.256 -0.267
C: -1.844 5.322 0.350
C: -1.712 3.004 -0.251
C: -2.373 4.216 -0.305
C: 2.180 4.845 1.900
C: -3.613 3.647 -6.246
C: 1.947 0.914 -6.121
C: 3.781 -1.223 0.256
C: 4.951 -1.963 0.233
C: -3.587 6.767 -0.779
C: 2.565 0.899 -3.723
C: -0.517 2.834 0.460
C: -0.722 5.102 1.134
C: 0.158 1.288 -4.367
C: 1.202 -0.978 -4.698
C: 3.760 0.166 0.813
C: 2.592 -3.101 -0.756
C: 2.599 -1.794 -0.247
C: -1.685 -2.147 0.989
C: -1.576 2.936 -4.960
C: 1.728 2.486 2.482
C: -2.150 3.988 -5.916
C: -0.502 1.085 -3.157
C: 3.786 -3.813 -0.752
C: -2.215 2.684 -3.749
C: -1.673 1.778 -2.860
C: -1.390 7.733 -0.158
C: 1.083 3.851 2.303
C: 0.492 4.258 3.665
C: -2.089 5.361 -5.231
C: -1.371 4.062 -7.228
C: 1.332 -3.741 -1.270
C: -0.409 2.226 -5.232
C: 1.452 0.541 -4.723
C: -0.047 3.887 1.259
C: -2.465 6.717 0.259
C: -3.036 7.111 1.628
H: 1.802 5.869 1.835
H: 2.986 4.829 2.641
H: -1.380 3.103 -7.755
H: -2.681 5.371 -4.311
H: -3.961 7.790 -0.858
H: 5.862 -1.519 0.621
H: -2.254 7.138 2.393
H: 2.246 2.185 1.585
H: 0.694 -4.070 -0.446
H: 1.572 -4.608 -1.886
H: -1.834 8.728 -0.260
H: -2.483 6.136 -5.897
H: 1.001 1.717 2.744
H: 4.754 0.471 1.137
H: 3.485 0.369 -3.992
H: 0.740 -3.047 -1.861
H: 2.458 2.547 3.295
H: 2.860 0.353 -6.334
H: -3.131 3.200 -3.481
H: -3.494 8.104 1.576
H: -1.831 4.807 -7.882
H: -4.011 4.362 -6.973
H: -3.231 6.460 -1.767
H: -3.799 6.397 1.948
H: -4.430 6.128 -0.497
H: -1.058 5.620 -4.972
H: -3.295 4.280 -0.870
H: 5.878 -3.831 -0.281
H: 0.097 5.277 3.657
H: 3.404 0.880 0.068
H: 2.768 1.974 -3.743
H: 2.605 4.578 0.927
H: 2.118 -1.508 -4.979
H: -0.948 7.453 -1.119
H: 3.788 -4.826 -1.138
H: 1.211 0.659 -6.892
H: 0.906 -1.321 -3.709
H: 0.416 -1.250 -5.408
H: -3.690 2.643 -6.673
H: -0.584 7.801 0.578
H: 0.093 2.407 -6.172
H: 2.307 0.615 -2.707
H: -0.330 4.361 -7.067
H: -0.341 5.935 1.718
H: -0.320 3.582 3.948
H: -4.250 3.687 -5.358
H: 2.185 1.979 -6.202
H: 3.085 0.220 1.665
H: 1.268 4.203 4.435

Calculated values
- orbital gap (eV) = 6.585
- LUMO (eV) = -1.28
- DFT total energy (Eh) = -5308.8158

=====

The highest DFT total energy belongs to which entry?
C3H6Cl4Si